# 1
Formula: C6H10N2
Source: the OMol25 dataset
Level of theory: ωB97M-V/def2-TZVPD

Geometry (Å):
C -1.438 0.803 -0.992
C -0.682 0.035 -0.052
C 0.311 0.689 1.027
C 1.573 0.894 0.149
C 1.874 -0.608 -0.632
C -1.178 -1.182 0.848
H -2.398 1.318 -0.671
H -0.740 1.356 -1.560
H -1.739 0.026 -1.927
H 0.514 -0.449 1.845
H 0.090 1.574 1.699
H 2.411 1.161 0.575
H 1.152 1.530 -0.682
H 2.780 -1.181 -1.038
H -0.983 -1.566 1.764
H -2.155 -1.592 0.471
N 1.017 -1.554 -0.386
N -0.407 -1.255 -0.439

Computed properties:
LUMO level in eV: 0.903
Orbital gap in eV: 9.360
Spin multiplicity: 1
E_HOMO in eV: -8.5
Total energy in hartree: -343.86503

---

# 2
Formula: C6H10N2
Source: the OMol25 dataset
Level of theory: ωB97M-V/def2-TZVPD

Geometry (Å):
C -0.257 0.106 -2.222
C 0.860 0.855 -1.439
C 1.227 -0.066 -0.172
C 0.167 -0.144 0.929
C -0.164 0.747 2.031
C -0.701 -1.192 1.049
H -1.109 -0.116 -1.555
H -0.090 -0.804 -2.738
H -0.535 0.886 -3.119
H 1.782 0.943 -2.045
H 0.467 1.591 -1.074
H 2.298 0.637 0.262
H 1.773 -1.086 -0.614
H 0.114 1.603 2.431
H -2.288 -1.465 2.469
H -0.949 -2.031 0.951
N -1.135 0.368 2.717
N -1.460 -0.832 2.141

Computed properties:
LUMO level in eV: 0.927
Orbital gap in eV: 9.811
Spin multiplicity: 1
E_HOMO in eV: -8.9
Total energy in hartree: -343.93837

---

# 3
Formula: C6H10N2
Source: the OMol25 dataset
Level of theory: ωB97M-V/def2-TZVPD

Geometry (Å):
C 0.807 0.127 0.078
C 0.765 -1.152 -0.796
C 1.830 0.217 1.188
N -0.580 -1.011 -1.395
C -1.006 0.244 -0.975
C -0.705 0.173 0.531
C -1.960 0.386 0.941
N -1.280 1.283 -1.677
H -1.203 -1.752 -1.073
H 1.055 0.981 -0.574
H -1.336 2.093 -1.044
H 0.836 -2.075 -0.209
H 1.525 -1.151 -1.583
H 2.755 -0.302 0.919
H 2.091 1.274 1.337
H 1.464 -0.156 2.149
H -2.676 1.049 0.452
H -2.381 -0.227 1.733

Computed properties:
SMILES string: [H]/N=C1/NC[C@H](C)C1=C
LUMO level in eV: 0.759
Orbital gap in eV: 9.037
Spin multiplicity: 1
E_HOMO in eV: -8.3
Total energy in hartree: -343.96075

---

# 4
Formula: C6H10N2
Source: the OMol25 dataset
Level of theory: ωB97M-V/def2-TZVPD

Geometry (Å):
C 1.694 0.304 -1.160
C 0.915 -0.986 -1.574
C -1.320 -0.750 -0.090
C -1.462 0.462 0.845
C -0.084 1.181 0.892
C 0.780 0.298 0.041
H 2.600 0.335 -0.552
H 1.414 1.137 -1.860
H 1.339 -1.733 -0.635
H 0.986 -1.467 -2.627
H -2.315 -0.847 -0.603
H -1.193 -1.640 0.549
H -2.395 0.884 1.190
H -1.090 0.956 2.768
H -0.202 2.203 1.081
H 1.305 -0.616 0.630
N -0.316 -0.221 -0.938
N -0.657 0.502 2.044

Computed properties:
SMILES string: C1CN2C[C@H]3N[C@H]3[C@H]12
LUMO level in eV: 1.197
Orbital gap in eV: 9.932
Spin multiplicity: 1
E_HOMO in eV: -8.7
Total energy in hartree: -343.91879

---

# 5
Formula: C6H10N2
Source: the OMol25 dataset
Level of theory: ωB97M-V/def2-TZVPD

Geometry (Å):
C -1.093 -0.150 0.259
C 0.717 0.529 0.621
C -2.526 -0.243 0.097
C -3.260 0.007 -1.181
C 1.916 -0.715 -1.198
C 1.701 -0.564 0.313
N -1.400 -1.364 0.096
N 0.813 1.684 0.987
H -3.192 -0.338 0.928
H -4.279 -0.156 -1.121
H -3.020 -0.694 -1.932
H -3.303 1.106 -1.430
H 2.371 0.118 -1.658
H 0.810 -0.851 -1.488
H 2.395 -1.727 -1.390
H 1.284 -1.477 0.714
H 2.674 -0.394 0.811
H 1.656 2.051 1.251

Computed properties:
LUMO level (spin up / spin down) in eV: 1.078 / -2.817
Orbital gap (spin up / spin down) in eV: 5.723 / 7.148
Spin multiplicity: 3
E_HOMO (spin up / spin down) in eV: -4.6 / -10.0
Total energy in hartree: -343.81315

---

# 6
Formula: C6H10N2
Source: the OMol25 dataset
Level of theory: ωB97M-V/def2-TZVPD

Geometry (Å):
C 0.044 0.881 0.129
C -0.573 2.079 -0.001
C 2.802 0.416 -0.009
C 2.166 -0.936 0.139
C -2.249 -0.075 -0.190
C -2.175 -1.545 -0.056
N -1.253 0.731 -0.144
N 1.434 0.159 -0.379
H -0.901 2.718 0.900
H -0.574 2.690 -1.016
H 3.138 0.857 0.840
H 3.508 0.622 -0.808
H 2.632 -1.808 -0.510
H 2.025 -1.280 1.144
H -3.344 0.211 -0.136
H -2.991 -1.686 0.667
H -1.135 -1.881 0.338
H -2.551 -2.150 -0.908

Computed properties:
SMILES string: C/C=[N+]1/CC1=[N+]1CC1
LUMO level (spin up / spin down) in eV: -11.903 / -11.947
Charge: +2
Orbital gap (spin up / spin down) in eV: 7.665 / 7.538
Spin multiplicity: 1
E_HOMO (spin up / spin down) in eV: -19.6 / -19.5
Total energy in hartree: -343.17922

---

# 7
Formula: C6H10N2O
Source: the OMol25 dataset
Level of theory: ωB97M-V/def2-TZVPD

Geometry (Å):
C 2.212 0.577 0.042
C 1.063 -0.093 0.258
C 2.230 -0.872 0.061
C 2.986 1.811 -0.126
C -2.866 -1.396 0.123
C -1.390 -1.190 -0.236
N -1.415 1.057 0.301
N -0.886 -0.143 0.611
O 2.821 -1.903 -0.044
H 2.705 2.553 0.621
H 2.798 2.231 -1.116
H 4.049 1.592 -0.042
H -2.963 -1.584 1.187
H -3.431 -0.500 -0.122
H -3.273 -2.238 -0.429
H -0.810 -2.087 -0.028
H -1.307 -0.944 -1.309
H -1.409 1.338 -0.681
H -1.114 1.789 0.928

Computed properties:
LUMO level in eV: 0.365
Orbital gap in eV: 8.090
Spin multiplicity: 1
E_HOMO in eV: -7.7
Total energy in hartree: -419.18726

---

# 8
Formula: C6H10N2O
Source: the OMol25 dataset
Level of theory: ωB97M-V/def2-TZVPD

Geometry (Å):
C -0.173 0.784 -0.041
C 0.090 -0.351 0.701
C -0.149 0.962 1.442
C -2.103 0.045 -0.079
N 0.156 1.554 -1.111
N -2.370 -1.004 -0.905
C 1.967 -0.430 0.559
C 2.500 -1.169 -0.407
O -2.980 0.727 0.418
H -0.137 -1.402 0.767
H 0.892 1.263 -1.741
H -0.099 2.532 -1.079
H -3.332 -1.267 -1.085
H -1.624 -1.568 -1.276
H 0.436 0.991 2.364
H -1.104 1.399 1.749
H 2.590 -0.077 1.383
H 1.893 -1.518 -1.243
H 3.548 -1.470 -0.416

Computed properties:
LUMO level in eV: 0.821
Orbital gap in eV: 8.302
Spin multiplicity: 1
E_HOMO in eV: -7.5
Total energy in hartree: -419.15118

---

Calculated energy above the lowest of the compared OMol25 structures with the same formula, charge and spin, 713.30; 520.77; 461.99; 572.18; 347.77; 625.38; 523.09; 617.81 kJ/mol (same order as the records).